1.
14
Properties=species:S:1:pos:R:3:nbo_charge:R:1 method="wB97M-V/def2-TZVPD" gap_ev=10.99 de_lowest_kj_mol=215.4 smiles=C[C@H]1C[C@H]2O[C@@H]12 lumo_ev=1.187 total_charge=0
C 1.59 0.56 0.44 -0.619
C 0.29 0.48 -0.37 -0.230
C -0.25 -0.93 -0.81 -0.413
C -1.51 -0.65 0.01 0.044
O -1.08 -0.43 1.35 -0.494
C -1.00 0.66 0.43 0.045
H 1.37 0.88 1.46 0.218
H 2.31 1.26 0.01 0.210
H 2.07 -0.42 0.51 0.213
H 0.30 1.16 -1.24 0.208
H 0.32 -1.79 -0.48 0.210
H -0.43 -0.99 -1.89 0.211
H -2.53 -1.01 -0.14 0.199
H -1.50 1.58 0.72 0.199

=====

2.
55
Properties=species:S:1:pos:R:3:lowdin_spin:R:1 method="wB97M-V/def2-TZVPD" gap_ev="5.39 / 7.91" s_squared=2.047 de_lowest_kj_mol=162.8 lumo_ev="-2.925 / -3.254" spin_multiplicity=3 total_charge=+1
Ti -0.21 0.18 -0.68 0.576
Se 5.12 5.53 -0.80 0.003
N 5.17 3.77 -0.81 0.000
C 3.94 3.30 -0.83 -0.001
C 3.60 1.90 -0.86 0.028
C 4.53 0.88 -0.84 0.073
C 4.08 -0.44 -0.91 0.051
C 2.72 -0.69 -0.98 0.048
N 1.78 0.26 -0.97 0.101
C 2.21 1.57 -0.91 0.094
C 1.21 2.55 -0.91 0.110
N -0.09 2.11 -0.95 0.109
C -1.07 3.03 -0.93 0.065
C -0.83 4.39 -0.87 0.048
C 0.49 4.86 -0.84 0.093
C 1.52 3.94 -0.87 0.024
C 2.91 4.30 -0.84 -0.001
N 3.36 5.54 -0.83 -0.006
H 5.58 1.12 -0.77 0.003
H 4.78 -1.26 -0.91 0.002
H 2.37 -1.71 -1.06 0.002
H -2.09 2.65 -0.98 0.003
H -1.66 5.08 -0.85 0.001
H 0.71 5.91 -0.79 0.004
C -4.28 0.04 -0.36 0.036
C -2.85 0.06 0.10 0.263
O -1.95 0.11 -0.84 0.008
C -2.50 0.04 1.47 0.013
C -3.50 0.03 2.48 0.063
C -3.17 0.04 3.82 -0.010
C -1.84 0.04 4.23 0.077
C -0.84 0.04 3.28 -0.015
C -1.13 0.04 1.91 0.067
O -0.10 0.04 1.05 0.015
H -4.30 0.02 -1.45 0.000
H -4.83 0.91 -0.01 0.011
H -4.80 -0.84 0.01 0.010
H -4.53 0.02 2.19 0.005
H -3.96 0.04 4.56 -0.002
H -1.59 0.05 5.27 0.005
H 0.21 0.04 3.56 -0.002
O -0.10 -1.68 -1.37 0.021
S -0.23 -2.64 -0.20 0.003
C 1.03 -3.93 -0.58 0.002
C 0.32 -5.24 -0.34 0.000
C -1.00 -5.11 -1.10 0.000
C -1.60 -3.76 -0.70 0.000
H 1.91 -3.77 0.04 0.000
H 1.27 -3.80 -1.63 0.000
H 0.15 -5.39 0.73 0.000
H 0.91 -6.08 -0.72 0.000
H -1.68 -5.92 -0.88 0.000
H -0.79 -5.11 -2.17 0.000
H -2.27 -3.83 0.15 0.000
H -2.10 -3.26 -1.52 0.000